# C32H63N15O4PSc

C32H63N15O4PSc as an isolated structure (the ωB97M-V functional and the def2-TZVPD basis, the Open Molecules 2025 dataset).

Last column: Mulliken charge in e.
Cartesian coordinates (Å):
Sc: 0.16 0.46 0.65  -2.058
C: -4.49 -1.56 -1.85  -1.211
N: -3.69 -0.92 -0.82  0.790
C: -4.44 -0.31 0.26  -0.954
C: -2.33 -0.87 -0.87  -1.080
N: -1.66 0.24 -0.53  1.984
C: -2.38 1.50 -0.72  -0.756
C: -1.37 2.60 -0.99  -0.832
N: -0.35 2.63 0.08  1.409
C: -0.90 3.29 1.29  -1.439
C: -0.36 2.73 2.60  -0.955
N: -0.28 1.26 2.57  2.019
C: -0.51 0.61 3.72  -0.179
N: 0.32 -0.37 4.12  0.421
C: 1.74 -0.37 3.79  -1.133
C: -0.10 -1.49 4.96  -1.373
N: -1.58 0.90 4.49  0.294
C: -2.80 1.41 3.91  -1.072
C: -1.55 0.84 5.95  -1.233
C: 0.90 3.27 -0.43  -0.838
C: 2.11 2.85 0.38  -0.996
N: 2.14 1.38 0.46  1.578
C: 3.31 0.79 0.70  -0.248
N: 3.53 -0.47 0.27  0.340
C: 4.29 -1.44 1.05  -1.188
C: 2.94 -1.00 -0.94  -0.883
N: 4.33 1.40 1.36  0.389
C: 5.73 1.14 1.04  -1.195
C: 4.12 2.33 2.46  -1.039
N: -1.70 -1.97 -1.30  0.906
C: -2.27 -3.31 -1.16  -1.535
C: -0.37 -1.96 -1.89  -0.955
H: -5.27 -0.87 -2.17  0.401
H: -4.97 -2.48 -1.50  0.352
H: -3.88 -1.79 -2.72  0.315
H: -5.19 -1.02 0.61  0.345
H: -4.96 0.60 -0.05  0.318
H: -3.77 -0.09 1.09  -0.063
H: -2.99 1.77 0.14  0.246
H: -3.07 1.44 -1.57  0.666
H: -1.87 3.58 -1.09  0.354
H: -0.86 2.38 -1.93  -0.568
H: -1.98 3.13 1.28  0.319
H: -0.73 4.37 1.24  0.333
H: -1.00 3.09 3.41  0.929
H: 0.63 3.13 2.81  -0.005
H: 2.33 -0.28 4.71  0.563
H: 1.96 0.47 3.14  0.103
H: 2.02 -1.29 3.28  0.286
H: 0.26 -1.38 5.99  0.401
H: 0.33 -2.40 4.55  0.427
H: -1.18 -1.57 4.95  0.397
H: -2.78 1.26 2.83  0.108
H: -2.95 2.48 4.12  0.384
H: -3.65 0.87 4.33  0.417
H: -0.54 0.72 6.30  0.367
H: -2.17 0.03 6.34  0.376
H: -1.94 1.79 6.34  0.402
H: 0.80 4.36 -0.44  0.319
H: 1.03 2.92 -1.45  -0.286
H: 2.06 3.32 1.36  0.269
H: 3.01 3.23 -0.11  0.783
H: 4.56 -1.02 2.02  0.415
H: 5.20 -1.75 0.53  0.306
H: 3.66 -2.31 1.22  0.311
H: 2.38 -0.23 -1.47  -0.243
H: 2.29 -1.84 -0.71  0.199
H: 3.74 -1.36 -1.60  0.607
H: 5.80 0.62 0.09  0.346
H: 6.23 0.56 1.81  0.394
H: 6.24 2.10 0.94  0.403
H: 3.11 2.25 2.85  0.162
H: 4.30 3.37 2.15  0.319
H: 4.82 2.09 3.26  0.400
H: -2.65 -3.69 -2.10  0.411
H: -3.07 -3.30 -0.42  0.431
H: -1.49 -3.98 -0.81  0.451
H: -0.02 -0.94 -2.02  -0.692
H: -0.41 -2.45 -2.87  0.714
H: 0.32 -2.52 -1.26  0.597
O: -0.94 -6.53 2.45  -0.504
C: -0.88 -5.46 1.65  0.597
O: -0.34 -5.49 0.58  -0.485
C: -1.58 -4.22 2.11  -0.013
C: -2.89 -4.05 2.49  -0.739
N: -3.09 -2.71 2.56  -0.372
N: -2.00 -2.00 2.25  0.400
C: -1.08 -2.91 1.98  1.229
C: 0.35 -2.54 1.70  -1.070
O: 1.24 -3.25 2.08  -0.615
O: 0.52 -1.40 1.08  0.760
H: -1.31 -6.30 3.31  0.369
H: -3.68 -4.75 2.67  0.552
H: -3.94 -2.24 2.82  0.221
C: 0.04 -0.36 -6.38  -0.994
N: -0.83 0.69 -5.86  0.143
C: -0.38 1.98 -6.39  -0.987
N: 1.03 2.26 -6.11  0.158
C: 1.84 1.16 -6.63  -0.929
N: 1.45 -0.15 -6.10  0.173
C: 1.74 -0.26 -4.68  -1.133
P: 0.83 0.99 -3.64  1.422
C: -0.84 0.70 -4.40  -1.072
C: 1.26 2.48 -4.69  -1.434
H: -0.09 -0.40 -7.47  0.287
H: -0.27 -1.32 -5.97  0.387
H: -1.00 2.78 -5.98  0.387
H: -0.51 1.96 -7.48  0.325
H: 2.89 1.35 -6.40  0.389
H: 1.73 1.14 -7.71  0.331
H: 2.82 -0.13 -4.52  0.482
H: 1.49 -1.26 -4.34  0.371
H: -1.53 1.48 -4.06  0.493
H: -1.24 -0.26 -4.05  0.276
H: 2.31 2.73 -4.53  0.459
H: 0.67 3.33 -4.35  0.366

Values from the calculation:
Strongest force on any atom in eV/A: 0.2
Spin multiplicity: 1
Total charge: +2
HOMO energy in eV: -12.1886
LUMO energy in eV: -4.09



# C32H64F18MgN5O23S6

C32H64F18MgN5O23S6 as an isolated structure in a non-equilibrium geometry (the ωB97M-V functional and the def2-TZVPD basis, the Open Molecules 2025 dataset).

Last column: Mulliken charge in e.
Cartesian coordinates (Å):
Mg: 0.35 -1.30 1.37  4.354
C: 2.56 -5.05 0.94  0.626
F: 2.62 -6.33 0.94  -0.246
F: 3.77 -4.59 1.32  -0.207
F: 2.27 -4.60 -0.25  -0.145
S: 1.20 -4.43 2.25  0.910
O: 0.45 -5.65 2.62  -0.674
O: 1.97 -3.90 3.36  -0.580
N: 0.23 -3.15 1.49  0.009
S: -0.78 -4.06 0.67  0.071
O: -1.41 -3.01 -0.19  -0.865
O: -0.30 -5.27 0.01  -0.595
C: -2.28 -4.50 1.88  0.664
F: -2.58 -5.78 1.98  -0.247
F: -1.93 -4.08 3.08  -0.197
F: -3.36 -3.76 1.59  -0.150
C: 0.88 2.81 -0.19  0.129
F: 0.32 3.80 -0.94  -0.195
F: 1.73 2.05 -0.93  -0.018
F: 1.48 3.37 0.84  -0.112
S: -0.56 1.65 0.48  -0.216
O: -0.41 1.83 1.93  -0.778
O: -1.82 2.10 -0.15  -0.247
N: -0.10 -0.02 0.08  0.349
S: -0.64 0.03 -1.47  -0.759
O: -2.06 -0.43 -1.62  -0.347
O: -0.39 1.22 -2.26  -0.216
C: 0.53 -1.30 -2.27  0.166
F: 0.85 -2.25 -1.34  0.062
F: -0.19 -1.92 -3.21  -0.106
F: 1.68 -0.72 -2.68  -0.108
C: 2.21 2.50 4.93  0.339
F: 1.34 2.35 5.97  -0.273
F: 1.59 2.41 3.76  -0.077
F: 2.68 3.78 5.06  -0.233
S: 3.85 1.37 5.00  1.069
O: 4.84 2.12 4.19  -0.626
O: 4.18 1.38 6.41  -0.676
N: 3.20 -0.11 4.31  -0.824
S: 4.25 -1.19 4.39  0.952
O: 4.08 -2.10 3.27  -0.669
O: 5.63 -0.78 4.60  -0.689
C: 3.73 -2.15 5.97  0.566
F: 4.47 -3.21 6.17  -0.234
F: 3.87 -1.28 6.97  -0.252
F: 2.49 -2.49 6.00  -0.173
C: 2.66 6.22 3.55  -0.269
O: 1.42 7.03 3.53  -0.425
C: 0.41 6.59 4.41  -0.641
C: -0.59 5.55 3.81  0.265
O: -1.10 6.02 2.53  -0.391
C: -2.21 5.32 2.11  -0.115
C: -2.49 5.55 0.61  -0.156
O: -3.87 5.23 0.23  -0.391
C: -4.18 5.52 -1.14  -0.765
H: 3.34 6.68 2.84  0.323
H: 2.43 5.23 3.16  -0.121
H: 3.08 6.19 4.55  0.291
H: -0.12 7.51 4.65  0.369
H: 0.88 6.20 5.31  0.378
H: -1.40 5.42 4.52  0.378
H: -0.15 4.58 3.57  -0.296
H: -3.06 5.54 2.77  0.400
H: -2.08 4.26 2.29  -0.171
H: -1.69 5.03 0.07  -0.026
H: -2.32 6.60 0.37  0.532
H: -3.58 5.06 -1.93  0.239
H: -4.07 6.59 -1.32  0.333
H: -5.17 5.23 -1.51  0.312
C: 2.38 4.38 -4.50  -0.633
O: 2.11 3.38 -5.47  -0.352
C: 2.17 2.03 -5.02  0.125
C: 1.47 1.04 -5.96  -0.944
O: 0.09 1.04 -6.16  -0.327
C: -0.38 2.37 -6.47  -0.155
C: -1.82 2.26 -6.99  -0.822
O: -2.74 2.12 -5.92  -0.397
C: -2.80 0.81 -5.34  -0.538
H: 3.44 4.34 -4.25  0.352
H: 1.82 4.33 -3.57  0.119
H: 2.34 5.38 -4.92  0.301
H: 1.67 1.96 -4.06  -0.225
H: 3.18 1.66 -4.82  0.529
H: 1.80 0.04 -5.68  0.504
H: 2.00 1.18 -6.90  0.378
H: 0.22 2.84 -7.25  0.466
H: -0.46 2.96 -5.56  0.151
H: -1.90 1.50 -7.77  0.345
H: -2.02 3.20 -7.51  0.369
H: -3.02 0.08 -6.12  0.396
H: -3.57 0.76 -4.57  0.222
H: -1.91 0.44 -4.84  0.198
C: -1.89 -7.78 -3.90  -0.855
O: -2.13 -6.42 -3.89  -0.341
C: -2.72 -5.97 -2.72  -0.639
C: -2.99 -4.54 -2.76  0.626
O: -3.89 -4.19 -3.78  -0.467
C: -4.05 -2.85 -4.10  -0.453
C: -4.77 -2.07 -2.92  0.236
O: -5.78 -2.94 -2.31  -0.406
C: -6.31 -2.36 -1.07  -0.425
H: -0.97 -8.15 -3.43  0.272
H: -1.91 -8.09 -4.94  0.283
H: -2.72 -8.37 -3.52  0.354
H: -1.89 -6.09 -2.02  0.211
H: -3.55 -6.62 -2.45  0.438
H: -2.04 -4.01 -2.84  -0.181
H: -3.43 -4.19 -1.82  0.129
H: -4.74 -2.77 -4.94  0.346
H: -3.16 -2.36 -4.49  0.238
H: -5.28 -1.16 -3.24  0.574
H: -4.15 -1.65 -2.14  -0.290
H: -7.13 -2.96 -0.67  0.296
H: -6.71 -1.34 -1.12  0.320
H: -5.50 -2.44 -0.35  -0.013
C: 4.15 0.52 0.88  -2.005
C: 3.23 -0.56 0.26  2.705
C: 4.03 -1.52 -0.66  -1.592
O: 5.20 -2.01 0.04  -0.271
C: 6.17 -2.62 -0.85  -0.954
N: 2.47 -1.21 1.30  1.491
H: 4.93 0.11 1.52  0.321
H: 3.51 1.31 1.30  0.350
H: 4.64 1.08 0.09  0.609
H: 2.53 -0.11 -0.45  -1.560
H: 4.31 -0.99 -1.56  0.768
H: 3.46 -2.36 -1.04  0.459
H: 5.75 -3.37 -1.53  0.313
H: 7.00 -3.14 -0.37  0.296
H: 6.72 -1.94 -1.48  0.354
H: 2.97 -2.03 1.62  -0.598
H: 2.72 -0.64 2.10  -1.203
C: -0.39 -0.23 5.30  -1.838
C: -0.51 -0.87 4.01  1.731
C: -1.86 -0.66 3.41  -2.000
O: -1.90 -1.15 2.04  0.884
C: -3.21 -0.94 1.40  -0.872
N: 0.55 -0.43 3.15  1.478
H: -1.13 -0.78 5.86  0.664
H: -0.77 0.80 5.29  0.247
H: 0.51 -0.37 5.90  0.156
H: -0.33 -1.91 4.27  0.157
H: -2.15 0.38 3.42  0.242
H: -2.53 -1.28 4.00  0.710
H: -3.43 -1.53 0.52  -0.385
H: -3.44 0.11 1.21  0.403
H: -3.93 -1.24 2.16  0.496
H: 1.40 -0.31 3.68  -0.764
H: 0.36 0.55 2.99  -0.693

Values from the calculation:
Strongest force on any atom in eV/A: 7.3
Spin multiplicity: 1
Total charge: -1
HOMO energy in eV: -7.6832
LUMO energy in eV: 1.98



# C32H64InN2O23S2

C32H64InN2O23S2 as an isolated structure in a non-equilibrium geometry (the ωB97M-V functional and the def2-TZVPD basis, the Open Molecules 2025 dataset).

Last column: Mulliken charge in e.
Cartesian coordinates (Å):
C: -3.44 -4.47 1.34  -1.219
C: -2.01 -3.89 1.42  0.375
C: -1.50 -3.25 0.11  -0.759
In: 0.52 -4.01 -0.44  0.753
S: 2.14 -2.63 0.86  -0.496
C: 0.71 -6.09 0.33  -1.392
C: 1.46 -6.22 1.68  -0.237
C: 2.68 -7.16 1.62  -0.707
C: 2.44 -8.55 2.22  -0.658
O: 1.12 -9.03 2.08  -0.541
C: 0.89 -4.10 -2.65  -1.548
C: 1.56 -2.93 -3.36  -0.388
S: 3.38 -2.97 -3.27  -0.217
C: 3.72 -1.67 -2.17  0.489
N: 3.14 -0.50 -2.08  -0.014
N: 3.77 0.16 -1.04  -0.434
C: 4.71 -0.65 -0.63  -0.148
O: 4.76 -1.81 -1.31  -0.243
H: -3.45 -5.52 1.63  0.308
H: -3.83 -4.40 0.32  0.296
H: -4.12 -3.95 2.00  0.252
H: -1.33 -4.68 1.76  -0.109
H: -2.00 -3.14 2.20  0.186
H: -2.23 -3.37 -0.69  0.473
H: -1.39 -2.17 0.27  -0.080
H: 1.67 -1.38 0.74  -0.043
H: -0.30 -6.51 0.42  0.396
H: 1.21 -6.67 -0.44  0.551
H: 0.76 -6.59 2.43  0.266
H: 1.80 -5.25 2.04  0.449
H: 3.03 -7.25 0.60  0.321
H: 3.50 -6.70 2.18  0.225
H: 2.65 -8.53 3.29  0.349
H: 3.15 -9.25 1.77  0.294
H: 0.88 -8.97 1.15  0.310
H: 1.47 -5.01 -2.85  0.380
H: -0.08 -4.24 -3.13  0.351
H: 1.22 -1.95 -3.02  0.281
H: 1.38 -2.96 -4.44  0.542
H: 5.39 -0.49 0.18  0.425
C: -6.04 -0.05 3.98  -0.571
O: -4.77 -0.62 3.66  -0.359
C: -3.94 0.20 3.02  0.795
O: -4.18 1.36 2.76  -0.596
O: -2.84 -0.46 2.71  -0.273
C: -1.88 0.30 1.97  -0.783
H: -6.60 -0.83 4.49  0.218
H: -5.92 0.81 4.63  0.283
H: -6.56 0.25 3.07  0.231
H: -1.56 1.17 2.53  0.403
H: -2.30 0.62 1.01  0.382
H: -1.04 -0.36 1.79  0.230
C: -2.12 4.67 1.49  -0.817
O: -1.66 3.52 0.77  -0.128
C: -0.34 3.46 0.60  0.710
O: 0.45 4.29 0.98  -0.557
O: -0.05 2.34 -0.05  -0.285
C: 1.34 2.11 -0.30  -0.612
H: -3.20 4.57 1.55  0.257
H: -1.70 4.69 2.49  0.347
H: -1.87 5.58 0.96  0.296
H: 1.90 2.05 0.63  0.327
H: 1.75 2.90 -0.92  0.326
H: 1.41 1.17 -0.83  0.155
C: -2.88 7.51 5.12  -0.493
O: -3.72 8.50 4.52  -0.333
C: -4.30 8.11 3.39  0.851
O: -4.16 7.03 2.86  -0.530
O: -5.05 9.11 2.93  -0.340
C: -5.72 8.81 1.70  -0.634
H: -2.47 7.97 6.01  0.187
H: -3.46 6.63 5.39  0.318
H: -2.08 7.24 4.44  0.181
H: -6.39 7.97 1.82  0.293
H: -5.00 8.59 0.91  0.289
H: -6.28 9.71 1.45  0.213
C: -5.04 2.03 -0.45  -0.146
O: -5.46 1.10 -1.45  -0.336
C: -6.49 0.33 -1.10  0.812
O: -7.07 0.37 -0.04  -0.557
O: -6.76 -0.49 -2.11  -0.351
C: -7.83 -1.41 -1.84  -0.635
H: -4.19 2.56 -0.86  0.231
H: -5.84 2.73 -0.21  0.339
H: -4.74 1.50 0.46  -0.154
H: -8.75 -0.87 -1.63  0.292
H: -7.58 -2.05 -1.00  0.292
H: -7.94 -2.00 -2.74  0.216
C: 3.62 0.16 -5.42  -0.443
O: 4.48 0.19 -6.57  -0.299
C: 3.87 0.48 -7.71  0.751
O: 2.70 0.71 -7.87  -0.540
O: 4.79 0.46 -8.69  -0.329
C: 4.26 0.75 -9.98  -0.633
H: 4.25 -0.08 -4.57  0.110
H: 3.16 1.14 -5.27  0.316
H: 2.85 -0.60 -5.54  0.248
H: 3.82 1.75 -10.00  0.291
H: 3.52 0.02 -10.27  0.290
H: 5.11 0.71 -10.66  0.213
C: 7.91 -9.03 -0.16  -0.615
O: 8.13 -8.00 -1.13  -0.349
C: 7.27 -6.98 -1.04  0.764
O: 6.38 -6.89 -0.23  -0.531
O: 7.56 -6.10 -1.99  -0.351
C: 6.70 -4.95 -2.01  -0.557
H: 8.67 -9.78 -0.35  0.203
H: 8.02 -8.64 0.85  0.285
H: 6.92 -9.46 -0.27  0.293
H: 6.77 -4.40 -1.08  0.302
H: 5.67 -5.24 -2.20  0.279
H: 7.06 -4.33 -2.83  0.272
C: 1.33 7.31 1.75  -0.370
O: 1.45 8.74 1.70  -0.333
C: 0.70 9.36 2.61  0.806
O: -0.01 8.82 3.41  -0.544
O: 0.85 10.67 2.46  -0.343
C: 0.08 11.45 3.38  -0.586
H: 1.95 6.92 0.94  0.262
H: 1.68 6.92 2.70  0.281
H: 0.30 7.00 1.59  0.080
H: 0.36 11.23 4.40  0.282
H: -0.98 11.25 3.24  0.267
H: 0.30 12.49 3.14  0.207

Values from the calculation:
Strongest force on any atom in eV/A: 1.4
Spin multiplicity: 1
Total charge: -1
HOMO energy in eV: -4.8065
LUMO energy in eV: 1.82



# C32H64N6O4

A 7-piece molecular cluster, C32H64N6O4 overall in a non-equilibrium geometry (the ωB97M-V functional and the def2-TZVPD basis, the Open Molecules 2025 dataset).

Last column: Löwdin spin population.
Cartesian coordinates (Å):
C: -3.38 13.52 38.77  0.001
O: -4.74 13.29 39.06  0.001
C: -5.54 12.87 38.00  0.004
C: -6.92 12.37 38.43  0.000
N: -7.56 13.35 39.39  0.000
H: -8.41 12.93 39.75  0.000
H: -6.94 13.34 40.19  0.000
C: -7.96 14.75 38.93  0.000
C: -8.48 15.70 40.03  0.000
O: -7.43 15.88 40.91  0.000
C: -7.48 17.02 41.74  0.000
H: -3.22 14.53 38.38  0.000
H: -2.94 12.67 38.25  0.000
H: -2.72 13.64 39.63  0.000
H: -4.97 12.11 37.46  0.001
H: -5.62 13.67 37.27  0.002
H: -6.78 11.43 38.97  0.000
H: -7.52 12.26 37.53  0.000
H: -8.67 14.50 38.14  0.000
H: -7.04 15.18 38.54  0.000
H: -9.31 15.19 40.52  0.000
H: -8.81 16.69 39.70  0.000
H: -8.23 16.87 42.51  0.000
H: -7.65 17.95 41.21  0.000
H: -6.53 17.17 42.26  0.000
C: -7.42 16.01 35.58  0.000
C: -8.44 15.06 35.25  0.000
O: -8.13 13.85 35.36  0.000
O: -9.52 15.52 34.93  0.001
H: -7.73 16.57 36.46  0.000
H: -7.28 16.69 34.74  0.000
H: -6.45 15.56 35.76  0.000
C: -1.46 14.59 30.78  0.002
C: -2.92 14.88 31.13  0.010
N: -3.18 16.23 31.60  0.047
C: -4.62 16.57 31.49  0.002
C: -5.56 15.67 32.29  0.004
C: -2.69 16.58 32.95  0.008
C: -2.75 18.11 33.28  0.002
H: -0.82 14.84 31.63  0.000
H: -1.15 15.11 29.88  0.000
H: -1.42 13.56 30.44  0.000
H: -3.51 14.65 30.23  0.001
H: -3.23 14.22 31.94  0.005
H: -4.79 17.59 31.83  0.000
H: -4.89 16.44 30.44  0.000
H: -5.34 14.64 32.00  0.000
H: -5.47 15.69 33.38  0.001
H: -6.60 15.79 32.01  0.001
H: -1.65 16.28 33.12  0.000
H: -3.30 16.04 33.68  0.004
H: -3.74 18.57 33.29  0.000
H: -2.32 18.63 32.42  0.000
H: -2.13 18.37 34.14  0.000
C: -9.96 12.18 31.90  0.000
C: -10.45 13.61 31.72  0.000
N: -11.85 13.88 32.16  0.000
C: -12.18 15.31 32.16  0.000
C: -13.50 15.62 32.96  0.000
C: -12.89 13.08 31.43  0.000
C: -13.22 13.42 30.01  0.000
H: -8.99 12.22 31.41  0.000
H: -10.60 11.42 31.46  0.000
H: -9.88 11.81 32.93  0.000
H: -9.72 14.17 32.31  0.000
H: -10.25 13.89 30.68  0.000
H: -11.35 15.92 32.53  0.000
H: -12.33 15.70 31.15  0.000
H: -13.26 15.59 34.02  0.000
H: -13.91 16.59 32.69  0.000
H: -14.31 14.93 32.75  0.000
H: -13.76 13.14 32.07  0.000
H: -12.67 12.02 31.47  0.000
H: -12.29 13.30 29.45  0.000
H: -13.58 14.45 29.99  0.000
H: -14.01 12.73 29.73  0.000
N: -12.54 15.94 37.36  0.000
C: -13.91 15.87 37.42  0.000
C: -14.44 16.96 36.71  0.000
C: -13.36 17.58 36.16  0.000
C: -12.19 16.93 36.53  0.000
H: -11.98 15.23 37.80  0.000
H: -14.42 15.11 37.99  0.000
H: -15.48 17.21 36.61  0.000
H: -13.41 18.44 35.50  0.000
H: -11.17 17.18 36.28  0.000
N: -5.50 12.83 34.59  0.027
C: -5.02 11.52 34.47  0.332
C: -3.61 11.55 34.41  0.066
C: -3.27 12.85 34.64  0.150
C: -4.42 13.65 34.78  0.307
H: -6.46 13.08 34.74  -0.002
H: -5.76 10.73 34.41  0.014
H: -2.90 10.74 34.31  -0.001
H: -2.25 13.22 34.71  0.003
H: -4.54 14.71 34.97  0.007
N: -3.09 19.33 37.70  0.000
C: -3.72 19.03 36.52  0.000
C: -4.81 18.21 36.71  0.000
C: -4.87 17.91 38.06  0.000
C: -3.82 18.63 38.68  0.000
H: -2.31 19.95 37.86  0.000
H: -3.44 19.58 35.64  0.000
H: -5.46 17.79 35.95  0.000
H: -5.54 17.20 38.52  0.000
H: -3.55 18.65 39.72  0.000

Values from the calculation:
Strongest force on any atom in eV/A: 3.4
Spin multiplicity: 2
Total charge: +1
⟨S²⟩: 0.764
HOMO energy (alpha / beta) in eV: -8.9764 / -8.9764
LUMO energy (alpha / beta) in eV: -2.65 / -6.78